# 1
{"formula": "C5H14N2O", "method": "ωB97M-V with the def2-TZVPD basis set", "lumo_energy_ev": [3.8, 3.7], "spin_multiplicity": 2, "de_lowest_kcal_mol": 18.7, "charge": -1, "e_homo_ev": [1.38, -4.70], "gap_ha": [0.0894, 0.3086], "species": ["C", "C", "C", "C", "C", "N", "N", "H", "H", "H", "H", "H", "H", "H", "H", "H", "H", "H", "H", "H", "H", "O"], "xyz": [[-0.89, 1.88, 2.23], [-0.30, 1.24, 0.96], [-0.10, -0.30, 1.12], [1.05, -0.75, 0.26], [1.02, -1.73, -0.63], [2.10, -2.03, -1.47], [-1.02, 1.50, -0.28], [-0.21, 1.95, 3.08], [-1.79, 1.35, 2.55], [-1.06, 2.93, 1.96], [0.70, 1.66, 0.83], [0.05, -0.59, 2.15], [-1.02, -0.74, 0.74], [1.98, -0.30, 0.50], [0.23, -2.44, -0.84], [2.80, -1.32, -1.62], [2.04, -2.83, -2.07], [-0.68, 2.37, -0.69], [-2.01, 1.59, -0.12], [-0.83, -1.45, -2.17], [-1.03, -0.53, -3.39], [-1.04, -1.45, -3.10]], "mulliken_charge": [-2.51, -1.32, -0.53, -0.51, -0.95, -0.58, -0.91, 0.79, 0.45, 0.81, 0.25, 0.55, 0.20, 0.50, 0.75, 0.27, 0.25, 0.90, 0.63, 0.30, 0.45, -0.79]}

---

# 2
{"formula": "C4H6N4O", "method": "ωB97M-V with the def2-TZVPD basis set", "smiles": "[H]/N=c1/nnn(C2CC2)o1", "lumo_energy_ev": -0.5, "de_lowest_kcal_mol": 188.7, "charge": 0, "e_homo_ev": -8.78, "gap_ha": 0.3043, "species": ["C", "C", "C", "C", "H", "H", "H", "H", "H", "H", "N", "N", "N", "N", "O"], "xyz": [[0.06, 2.43, 0.07], [-0.16, -0.94, 0.61], [0.67, -2.09, -0.03], [-0.74, -1.82, -0.53], [-1.44, 3.58, -0.47], [-0.05, -1.20, 1.77], [1.40, -1.56, -0.65], [0.79, -2.88, 0.66], [-0.51, -1.10, -1.47], [-1.66, -2.74, -0.44], [-0.41, 3.57, -0.05], [1.42, 2.29, 0.14], [1.41, 0.93, 0.12], [0.06, 0.30, 0.12], [-0.85, 1.22, 0.15]], "mulliken_charge": [0.46, -0.19, -0.66, -0.42, 0.27, 0.32, 0.27, 0.35, 0.24, 0.25, -0.59, -0.31, -0.20, 0.60, -0.39]}